C5H14N2 | ωB97M-V with the def2-TZVPD basis set

SMILES string ... NCCCCCN
HOMO ... -8.90 eV
Energy relative to the best compared isomer or geometry (same formula, charge and spin) ... 30.1 kcal/mol
Orbital gap ... 9.923 eV
Net charge ... 0

```
21
C5H14N2 ωB97M-V with the def2-TZVPD basis set
C -1.167 1.446 0.802
C -0.319 0.202 1.218
C 0.943 0.092 0.440
C 0.862 -0.212 -1.121
C 0.119 -1.509 -1.454
N -0.122 -2.547 -0.382
N -0.448 2.688 1.162
H -1.533 1.279 -0.207
H -2.112 1.438 1.383
H -1.036 -0.619 1.072
H -0.162 0.345 2.285
H 1.681 -0.668 0.753
H 1.518 1.020 0.454
H 0.476 0.524 -1.872
H 1.933 -0.267 -1.381
H -0.925 -1.191 -1.564
H 0.518 -1.928 -2.366
H -0.688 -3.237 -0.872
H 0.778 -2.954 -0.140
H -0.847 3.545 0.818
H 0.531 2.553 0.970
```